No. 1
Entry from the Open Molecules 2025 dataset: C3H2Br2S2 in the gas phase (ωB97M-V/def2-TZVPD).

Structure (XYZ):
```
9
Properties=species:S:1:pos:R:3
H 0.073 1.898 -1.264
C 0.193 0.873 -0.656
H -2.386 -0.050 0.669
Br 3.047 1.238 -0.571
C 1.292 0.442 -0.173
S -0.444 -0.972 1.757
C -1.434 -0.586 0.369
Br -1.735 -1.793 -1.040
S 1.394 -1.049 0.908
```

As for the HOMO-LUMO gap (alpha / beta): 0.2768 / 0.2768 Ha. The LUMO energy (alpha / beta) comes out at -1.3202 / -1.3202 eV.

No. 2
Entry from the Open Molecules 2025 dataset: a molecular structure, C3H2Br3N (ωB97M-V/def2-TZVPD).

Structure (XYZ):
```
9
Properties=species:S:1:pos:R:3
Br -2.391 0.965 -1.424
Br -2.437 -2.049 -0.541
C -1.741 -0.297 0.016
H 2.652 1.020 -0.735
Br -2.489 0.227 1.681
C 1.027 0.065 0.020
C 2.382 0.216 -0.096
H 3.136 -0.093 0.660
N -0.139 -0.054 0.418
```

As for the HOMO-LUMO gap (alpha / beta): 0.2817 / 0.2817 Ha. The LUMO energy (alpha / beta) comes out at -0.9662 / -0.9662 eV.

No. 3
Entry from the Open Molecules 2025 dataset: a molecular structure, C3H2Br4 (ωB97M-V/def2-TZVPD).

Structure (XYZ):
```
9
Properties=species:S:1:pos:R:3
H -1.689 0.738 0.473
Br 0.834 -3.004 0.013
C 0.285 -0.250 0.667
C -0.975 0.078 -0.013
Br 0.754 2.483 -0.208
H -1.447 -0.682 -0.623
C 0.358 0.618 -0.507
Br 1.040 0.008 -2.197
Br 0.841 0.011 2.395
```

As for the HOMO-LUMO gap (alpha / beta): 0.2529 / 0.2419 Ha. The LUMO energy (alpha / beta) comes out at -2.7466 / -2.9170 eV.

No. 4
Entry from the Open Molecules 2025 dataset: a molecular structure, C3H2BrCl3 (ωB97M-V/def2-TZVPD).

Structure (XYZ):
```
9
Properties=species:S:1:pos:R:3
H -2.451 -0.272 0.672
C -1.374 -0.350 0.698
Br -1.190 1.308 -1.624
Cl 1.611 -1.379 -1.222
Cl 1.775 -0.172 1.408
Cl 1.941 1.487 -0.960
C 1.274 0.040 -0.269
C -0.649 0.301 -0.169
H -0.938 -0.962 1.465
```

As for the HOMO-LUMO gap: 0.3881 Ha. The LUMO energy comes out at 0.5793 eV.

No. 5
Entry from the Open Molecules 2025 dataset: 2 unconnected molecules or ions with the total composition C3H2BrF2I (ωB97M-V/def2-TZVPD).

Structure (XYZ):
```
9
Properties=species:S:1:pos:R:3
H 1.893 -1.354 1.120
C -0.973 1.037 -0.362
F -1.357 1.359 0.877
C 0.088 -1.063 -0.078
F -1.949 1.144 -1.189
I -0.869 -2.734 -0.751
C 1.154 -0.800 0.585
H 1.509 0.254 0.580
Br 0.504 2.158 -0.782
```

As for the HOMO-LUMO gap (alpha / beta): 0.3066 / 0.3066 Ha. The LUMO energy (alpha / beta) comes out at -0.6179 / -0.6168 eV.

No. 6
Entry from the Open Molecules 2025 dataset: a molecular structure, C3H2BrI (ωB97M-V/def2-TZVPD).

Structure (XYZ):
```
7
Properties=species:S:1:pos:R:3
C 0.193 -1.194 1.446
C 0.145 -1.566 0.312
C -0.024 1.168 -1.222
H 0.213 -0.851 2.439
I 1.120 2.812 -0.696
Br -1.777 1.536 -1.599
H 0.130 -1.904 -0.681
```

As for the HOMO-LUMO gap: 0.2762 Ha. The LUMO energy comes out at -1.2874 eV.

No. 7
Entry from the Open Molecules 2025 dataset: a gas-phase ion, C3H2BrO2S (charge -1) (ωB97M-V/def2-TZVPD).

Structure (XYZ):
```
9
Properties=species:S:1:pos:R:3
H -0.464 -0.761 -0.047
C 0.303 -0.065 0.513
Br 0.794 -2.428 2.018
O -1.274 2.026 -2.493
C 0.969 -0.623 1.640
O -1.130 -0.455 -2.024
H 1.597 0.061 2.178
S -0.798 0.955 -1.598
C 0.003 1.290 -0.187
```

As for the HOMO-LUMO gap: 0.2592 Ha. Its SMILES is O=S([O-])#C/C=C/Br. The LUMO energy comes out at 3.1373 eV. As for the net charge: -1.

No. 8
Entry from the Open Molecules 2025 dataset: a molecular structure, C3H2CdO3 (ωB97M-V/def2-TZVPD).

Structure (XYZ):
```
9
Properties=species:S:1:pos:R:3
H -2.565 -0.181 0.515
C 3.257 0.076 0.509
Cd 0.621 1.281 -0.487
C -1.542 0.044 0.191
O 2.604 1.004 0.310
O 0.509 -0.626 -0.754
O -1.104 1.315 0.322
C -0.729 -0.934 -0.276
H -1.053 -1.979 -0.330
```

As for the HOMO-LUMO gap: 0.2090 Ha. The LUMO energy comes out at -1.1335 eV.

No. 9
Entry from the Open Molecules 2025 dataset: a molecular structure, C3H2Cl2N2S (ωB97M-V/def2-TZVPD).

Structure (XYZ):
```
10
Properties=species:S:1:pos:R:3
H -0.169 2.439 0.946
C -0.252 -0.407 -0.424
C -0.808 -1.572 -0.833
Cl 2.247 0.893 2.174
N 1.109 -0.231 -0.644
C -0.099 1.513 0.520
S 1.656 1.017 0.116
N -0.882 0.632 0.100
H -0.302 -2.482 -1.218
Cl -2.499 -1.802 -0.736
```

As for the HOMO-LUMO gap (alpha / beta): 0.2748 / 0.2748 Ha. The LUMO energy (alpha / beta) comes out at -1.3667 / -1.3659 eV.

No. 10
Entry from the Open Molecules 2025 dataset: a molecular structure, C3H2Cl2O3S (ωB97M-V/def2-TZVPD).

Structure (XYZ):
```
11
Properties=species:S:1:pos:R:3
O 0.584 -1.473 -0.550
Cl 2.994 -0.805 -1.057
C 1.370 0.539 0.488
H -1.984 0.904 -0.506
S -1.633 -1.915 -0.387
Cl -1.650 2.082 -0.589
H 1.374 2.333 1.785
O -2.099 -0.652 -0.983
C 1.216 1.544 1.115
O -1.581 -1.924 1.023
C 1.411 -0.633 -0.338
```

As for the HOMO-LUMO gap: 0.3562 Ha. The LUMO energy comes out at -1.1405 eV.

No. 11
Entry from the Open Molecules 2025 dataset: C3H2Cl2OS2 in the gas phase (ωB97M-V/def2-TZVPD).

Structure (XYZ):
```
10
Properties=species:S:1:pos:R:3
H -1.828 -0.441 -0.435
Cl 2.742 0.541 -0.753
Cl 0.621 -1.768 -1.778
C 1.163 0.362 -0.204
H -1.264 -1.747 0.207
O -0.289 2.719 0.435
C 0.321 -0.605 -0.551
S 0.378 1.727 1.226
S -0.845 -0.007 1.751
C -0.996 -0.781 0.102
```

As for the HOMO-LUMO gap: 0.3429 Ha. The LUMO energy comes out at -0.1649 eV.

No. 12
Entry from the Open Molecules 2025 dataset: C3H2Cl2S in the gas phase (ωB97M-V/def2-TZVPD).

Structure (XYZ):
```
8
Properties=species:S:1:pos:R:3
H -0.020 -1.515 0.670
C 0.081 -0.499 0.225
Cl -2.628 -1.015 -0.282
C -1.259 -0.040 -0.177
C 1.293 0.303 0.098
H 1.180 1.264 0.009
S 2.847 -0.187 -0.348
Cl -1.496 1.690 -0.196
```

As for the HOMO-LUMO gap: 0.2730 Ha. Its SMILES is S=CC=C(Cl)Cl. The LUMO energy comes out at -1.5384 eV.

No. 13
Entry from the Open Molecules 2025 dataset: a molecular structure, C3H2ClF (ωB97M-V/def2-TZVPD).

Structure (XYZ):
```
7
Properties=species:S:1:pos:R:3
C -0.837 -0.227 -0.099
C 0.020 0.140 0.786
H 1.272 -0.632 -0.880
C 0.605 0.159 -0.564
Cl -2.323 -0.727 -0.630
H 0.784 1.111 -1.046
F 0.479 0.175 2.434
```

As for the HOMO-LUMO gap: 0.3697 Ha. The LUMO energy comes out at -0.0977 eV.

No. 14
Entry from the Open Molecules 2025 dataset: 2 unconnected molecules or ions with the total composition C3H2ClF3 (ωB97M-V/def2-TZVPD).

Structure (XYZ):
```
9
Properties=species:S:1:pos:R:3
H 2.869 -0.174 0.337
C 0.897 -0.903 -0.118
C 1.808 -0.038 0.032
H 1.705 1.025 0.115
C -1.759 0.455 -0.098
F -1.150 1.578 0.284
F 0.757 -2.196 -0.134
Cl -2.819 -0.421 0.891
F -2.309 0.675 -1.308
```

As for the HOMO-LUMO gap (alpha / beta): 0.3282 / 0.3316 Ha. The LUMO energy (alpha / beta) comes out at -0.2454 / -0.2605 eV.

No. 15
Entry from the Open Molecules 2025 dataset: C3H2ClN3O7 in the gas phase (ωB97M-V/def2-TZVPD).

Structure (XYZ):
```
16
Properties=species:S:1:pos:R:3
C -0.619 -0.975 1.808
N -0.338 1.084 -1.509
H -0.969 1.003 1.192
N 1.403 1.019 0.228
O 0.984 2.090 0.516
C 0.204 0.179 -0.458
O 0.426 1.305 -2.413
C -1.067 -0.041 0.768
O 1.670 -1.092 -1.852
O 2.433 0.488 0.391
O 0.014 -2.138 -0.944
Cl -1.821 -1.949 2.489
O -1.463 1.405 -1.343
N 0.706 -1.143 -1.198
O 0.548 -1.002 2.152
H -2.112 -0.234 0.172
```

As for the HOMO-LUMO gap: 0.3787 Ha. Its SMILES is O=C(Cl)CC([N+](=O)[O-])([N+](=O)[O-])[N+](=O)[O-]. The LUMO energy comes out at -1.3725 eV.

No. 16
Entry from the Open Molecules 2025 dataset: C3H2ClNO in the gas phase (ωB97M-V/def2-TZVPD).

Structure (XYZ):
```
8
Properties=species:S:1:pos:R:3
C -0.084 0.250 -0.003
H -1.328 -0.598 -1.661
H -0.099 -2.927 -0.713
C -0.606 -0.791 -0.908
O 0.728 -1.640 0.660
C -0.042 -1.922 -0.405
Cl -0.299 1.969 -0.071
N 0.726 -0.292 0.884
```

As for the HOMO-LUMO gap: 0.4149 Ha. Its SMILES is Clc1ccon1. The LUMO energy comes out at 0.9035 eV.

No. 17
Entry from the Open Molecules 2025 dataset: C3H2ClNO2 in the gas phase (ωB97M-V/def2-TZVPD).

Structure (XYZ):
```
9
Properties=species:S:1:pos:R:3
O -2.742 -0.590 0.071
H 0.407 1.971 0.350
Cl 2.337 -0.211 0.041
C -1.613 -0.335 -0.002
N 0.073 1.172 -0.136
O -1.314 1.090 0.014
H -0.123 -2.072 -0.221
C -0.341 -1.044 -0.049
C 0.608 -0.042 -0.041
```

As for the HOMO-LUMO gap: 0.3668 Ha. Its SMILES is O=c1cc(Cl)[nH]o1. The LUMO energy comes out at 0.5587 eV.

No. 18
Entry from the Open Molecules 2025 dataset: C3H2ClNS in the gas phase (ωB97M-V/def2-TZVPD).

Structure (XYZ):
```
8
Properties=species:S:1:pos:R:3
S -0.819 2.107 0.714
C 0.341 1.136 0.125
C 0.295 -0.449 -0.264
Cl -0.212 -0.589 -1.936
H 1.305 -0.681 0.057
N -1.416 -1.931 0.966
C -0.653 -1.220 0.540
H 1.158 1.626 -0.203
```

As for the HOMO-LUMO gap: 0.3070 Ha. Its SMILES is N#C[C@@H](Cl)C=S. The LUMO energy comes out at -1.1929 eV.

No. 19
Entry from the Open Molecules 2025 dataset: C3H2ClNS in the gas phase (ωB97M-V/def2-TZVPD).

Structure (XYZ):
```
8
Properties=species:S:1:pos:R:3
H -0.780 -2.135 0.451
C 1.107 1.653 0.242
C -1.355 -0.304 -0.725
H 1.832 2.453 -0.092
C -0.526 -1.185 0.200
N 0.773 -1.029 0.243
Cl -2.764 0.337 -0.082
S 1.712 0.209 -0.237
```

As for the HOMO-LUMO gap (alpha / beta): 0.2739 / 0.2738 Ha. The LUMO energy (alpha / beta) comes out at -1.6308 / -1.6330 eV.

No. 20
Entry from the Open Molecules 2025 dataset: a molecular structure, C3H2CoLiO3 (ωB97M-V/def2-TZVPD).

Structure (XYZ):
```
10
Properties=species:S:1:pos:R:3
C -1.772 -0.729 1.177
Co -0.939 0.912 4.889
H -2.178 1.682 0.557
H -1.992 -0.414 -0.942
Li -2.741 -2.345 2.158
C -1.502 -0.409 3.538
O -1.495 0.125 2.322
O -1.920 -1.559 3.716
O -2.927 1.068 0.209
C -2.232 -0.105 0.077
```

As for the HOMO-LUMO gap (alpha / beta): 0.2677 / 0.2092 Ha. The multiplicity is 5. The LUMO energy (alpha / beta) comes out at -10.8087 / -12.8771 eV. As for the net charge: +2.

Computed DFT total energy, in the same sequence as the records: -6059.7704, -7892.1727, -10411.4410, -4070.0277, -3186.8034, -2987.0159, -3238.0962, -508.8262, -1543.5200, -1659.7112, -1907.4391, -1433.9943, -675.3983, -875.1062, -1266.2963, -705.6442, -780.8878, -1028.5767, -1028.3903, -1730.6619 Ha.
Computed energy above the lowest of the compared OMol25 structures with the same formula, charge and spin, in the same sequence as the records: 3.0471, 2.3019, 2.1547, 1.0803, 3.4138, 3.0975, 1.4454, 1.0683, 0.6055, 0.0000, 1.5270, 1.1367, 2.5539, 4.4423, 0.0000, 1.0851, 1.7255, 1.7635, 6.8358, 2.5002 eV.
Computed M, in the same sequence as the records: 261.991, 291.768, 357.665, 224.312, 282.853, 244.857, 182.018, 198.458, 169.036, 189.019, 189.088, 141.022, 92.500, 130.496, 227.516, 103.508, 119.507, 119.576, 119.576, 151.920 g mol⁻¹.